a) DFT (the ωB97M-V functional and the def2-TZVPD basis) results for a cluster of 2 separate species, C3H7ClO2 in total.

Element x y z (Å)
1 C -1.48658 -0.15431 -0.85735
2 C -0.23327 -0.02161 -0.48190
3 C 0.34851 -0.72194 0.80219
4 O 0.75613 0.37174 -1.27886
5 H -2.25821 -0.46070 -0.11509
6 H -1.90124 0.25172 -1.81888
7 H 0.59769 -1.77662 0.39949
8 H -0.34969 -0.61011 1.70308
9 H 1.31210 -0.14272 1.09599
10 H 0.31334 0.50914 -2.19686
11 O 2.58350 -1.80506 -1.71936
12 Cl 1.45875 -3.03675 -1.26527
13 H 2.00497 -0.89401 -1.73593

Summary:
E_HOMO ... -9.351 eV
SMILES ... C=C(C)O.OCl

Mulliken population analysis, charges in e, atoms 1 to 4:
1. C -0.9802
2. C 0.7195
3. C -0.6720
4. O -0.5577

---

b) DFT (the ωB97M-V functional and the def2-TZVPD basis) results for a cluster of 2 separate species, C3H7ClO2 in total.

Element x y z (Å)
1 C 0.71197 -1.13851 -0.41584
2 C -0.21416 -0.25807 -0.72379
3 C -1.44813 -0.21086 0.08381
4 O -0.13599 0.62774 -1.64310
5 H 0.80769 -1.78778 0.46725
6 H 1.47124 -1.17748 -1.18855
7 H -2.42020 0.05579 -0.47910
8 H -1.32945 0.62583 0.69812
9 H -1.62196 -0.99513 0.71237
10 H 0.77045 0.79723 -2.02466
11 O 1.42118 1.47221 1.18389
12 Cl 0.50901 1.46807 2.55784
13 H 1.47835 0.52095 0.77177

Summary:
E_HOMO ... -9.150 eV
SMILES ... C=C(C)O.OCl

Mulliken population analysis, charges in e, atoms 1 to 4:
1. C -1.1165
2. C 0.8252
3. C -1.1861
4. O -0.5019

---

Stability, lowest: a)

---

a) DFT (the ωB97M-V functional and the def2-TZVPD basis) results for an isolated molecule of C5H6N2O3.

Element x y z (Å)
1 C 0.33725 -2.99416 1.49893
2 O -0.05374 -1.64576 1.77006
3 C -0.09070 -0.79058 0.78069
4 N -0.63069 0.38096 0.81003
5 C -0.40375 0.88505 -0.46385
6 C -0.85280 2.23859 -0.87848
7 N 0.08910 3.13536 -1.21848
8 O -1.77695 2.81743 -0.25586
9 C 0.39019 0.01843 -1.14668
10 O 0.55871 -1.07960 -0.35723
11 H -0.24719 -3.40129 0.66449
12 H 1.40883 -3.04145 1.26867
13 H 0.12515 -3.55403 2.41319
14 H 0.60359 2.94061 -2.06758
15 H -0.38939 4.05632 -0.73233
16 H 0.93238 0.03410 -2.08560

Summary:
E_HOMO ... -8.962 eV
SMILES ... COc1nc(C(N)=O)co1

Mulliken population analysis, charges in e, atoms 1 to 4:
1. C -0.6481
2. O -0.3578
3. C 0.6914
4. N -0.5337

---

b) DFT (the ωB97M-V functional and the def2-TZVPD basis) results for a cluster of 2 separate species, C5H6N2O3 in total.

Element x y z (Å)
1 C -0.62815 0.20443 0.75521
2 C 0.64153 -0.98876 -1.40502
3 C -0.74460 0.69228 -0.49289
4 C -0.97443 3.31986 0.66325
5 C 0.61119 -0.71033 0.91905
6 N 0.66832 -1.56749 -0.18746
7 N 0.13991 0.20737 -1.45591
8 O 0.01823 3.59333 0.14334
9 O -1.88029 3.07893 1.33650
10 O 0.39806 -2.98149 -0.01604
11 H -1.24623 0.45833 1.52415
12 H 0.94644 -1.43043 -2.28566
13 H 1.62139 -0.26271 1.07221
14 H 0.71060 -1.38792 1.73589
15 H 0.25513 0.67779 -2.35543
16 H -0.53712 -2.90317 0.04882

Summary:
E_HOMO (spin up / spin down) ... -7.539 / -7.540 eV

Mulliken population analysis, charges in e, atoms 1 to 4:
1. C -0.2673
2. C -0.2561
3. C -0.6904
4. C 0.7636

---

c) DFT (the ωB97M-V functional and the def2-TZVPD basis) results for a cluster of 2 separate species, C5H6N2O3 in total.

Element x y z (Å)
1 C -2.99665 1.68354 -0.16386
2 C -1.98870 -0.76863 -0.58477
3 C 0.40563 0.31861 0.95116
4 C -2.35373 0.48255 -0.15367
5 C 1.72823 -0.18178 -1.05954
6 N -3.30471 0.99436 0.89219
7 N -2.32988 -1.76777 0.27423
8 O -1.33795 -0.99293 -1.61562
9 O 0.34897 -0.24543 1.94739
10 O 0.83706 0.68498 -0.14236
11 H -3.32838 2.66021 -0.68458
12 H 2.50194 0.35112 -1.39672
13 H 1.14948 -0.61127 -1.91325
14 H 2.02650 -1.04849 -0.56179
15 H -3.30561 -1.59038 0.76940
16 H -2.26063 -2.65383 -0.13580

Summary:
E_HOMO (spin up / spin down) ... -6.255 / -7.796 eV

Mulliken population analysis, charges in e, atoms 1 to 4:
1. C -0.2474
2. C 0.2826
3. C 0.4037
4. C 0.6481

---

Stability, lowest: c)

---

a) DFT (the ωB97M-V functional and the def2-TZVPD basis) results for an isolated molecule of C18H24N2O4.

Element x y z (Å)
1 C -2.63158 -4.33190 -2.98405
2 C -2.02328 -3.81397 -1.68495
3 C -1.64797 -2.34049 -1.82477
4 C -1.07531 -1.68174 -0.60502
5 C -0.75535 -0.36196 -0.55578
6 C -0.93318 0.53307 -1.69023
7 O -1.36701 0.22326 -2.78061
8 O -0.53139 1.78966 -1.39852
9 C -0.65277 2.75511 -2.43746
10 C -2.05847 3.33730 -2.50230
11 C -0.13568 0.21098 0.69485
12 C 1.37513 0.36221 0.59145
13 C 2.10763 -0.14205 -0.46621
14 C 3.48322 0.01748 -0.52248
15 C 4.13377 0.68631 0.49490
16 C 3.42152 1.19153 1.57061
17 C 2.04381 1.03039 1.63032
18 O 1.25742 1.47683 2.65202
19 C 1.84996 2.17875 3.72764
20 C 0.74120 2.53971 4.70416
21 N -0.48137 -0.61915 1.83770
22 C -0.63897 -1.95429 1.78253
23 O -0.65625 -2.68961 2.74558
24 N -0.87211 -2.45571 0.50400
25 H -3.52762 -3.76998 -3.23616
26 H -1.92417 -4.23046 -3.80357
27 H -2.89910 -5.38152 -2.88799
28 H -1.13683 -4.41026 -1.45303
29 H -2.75274 -3.94147 -0.88093
30 H -0.93169 -2.22240 -2.64222
31 H -2.52741 -1.76838 -2.13084
32 H 0.08240 3.52560 -2.19451
33 H -0.39776 2.28407 -3.39278
34 H -2.33373 3.76464 -1.54095
35 H -2.09847 4.11289 -3.26183
36 H -2.76869 2.55519 -2.75856
37 H -0.55115 1.20849 0.88668
38 H 1.59507 -0.66081 -1.26235
39 H 4.03927 -0.37969 -1.35766
40 H 5.20487 0.81919 0.46206
41 H 3.95111 1.70784 2.35565
42 H 2.34250 3.08845 3.35817
43 H 2.59994 1.54718 4.22316
44 H 1.15278 3.09978 5.53872
45 H 0.26683 1.63791 5.08235
46 H -0.01093 3.14466 4.20493
47 H -0.23545 -0.23292 2.73738
48 H -1.09203 -3.43974 0.47090

Summary:
E_HOMO ... -8.545 eV
SMILES ... CCCC1=C(C(=O)OCC)[C@H](c2ccccc2OCC)NC(=O)N1

Mulliken population analysis, charges in e, atoms 1 to 4:
1. C -1.4527
2. C -0.6540
3. C -0.4025
4. C 0.4957

---

b) DFT (the ωB97M-V functional and the def2-TZVPD basis) results for a cluster of 3 separate species, C18H24N2O4 in total.

Element x y z (Å)
1 C -1.10884 -0.06759 -2.32557
2 C -0.72093 -1.34462 -1.36782
3 O 0.68610 -1.37746 -0.93079
4 C 0.91926 -0.31949 0.07520
5 C 2.12535 0.67065 -0.46793
6 C 2.59357 1.76545 0.65902
7 C 1.82008 2.57382 1.64017
8 C 0.19200 2.59702 1.83126
9 C -0.39222 1.53984 2.94228
10 C 3.03980 3.37465 2.38762
11 O 2.88677 3.91343 3.62666
12 O 4.27945 3.37230 1.54330
13 C 4.19546 2.09009 0.78692
14 O 5.28033 1.44721 0.31609
15 H -1.22270 0.91343 -1.66918
16 H -0.30520 0.18580 -3.14852
17 H -2.13489 -0.22106 -2.86686
18 H -0.88778 -2.32620 -2.02064
19 H -1.38757 -1.45728 -0.40941
20 H -0.09825 0.22854 0.27416
21 H 1.28378 -0.85487 1.06200
22 H 1.87981 1.14229 -1.53146
23 H 3.06171 -0.04327 -0.66478
24 H -0.33411 2.38831 0.80688
25 H -0.18266 3.67739 2.17346
26 H 0.27231 1.42606 3.90107
27 H -1.45487 1.96845 3.27733
28 H -0.64253 0.48376 2.44788
29 C -4.49267 1.33454 -5.79463
30 C -5.44484 0.56177 -5.08791
31 C -5.01420 -0.74580 -5.11537
32 N -3.83812 -0.78973 -5.81793
33 C -3.50944 0.47503 -6.23132
34 H -4.52046 2.40288 -5.96548
35 H -6.34715 0.92058 -4.60981
36 H -5.44353 -1.64652 -4.69736
37 H -3.29706 -1.62467 -6.00168
38 H -2.60729 0.65443 -6.80067
39 C 3.13628 -2.62256 4.86061
40 C 2.65739 -2.24015 3.58481
41 C 1.41281 -2.80752 3.42652
42 N 1.12608 -3.52270 4.56010
43 C 2.16894 -3.41118 5.44245
44 H 4.08391 -2.35095 5.30733
45 H 3.16541 -1.61737 2.85987
46 H 0.70914 -2.76474 2.60592
47 H 0.27734 -4.04947 4.72066
48 H 2.13420 -3.90252 6.40556

Summary:
E_HOMO ... -8.400 eV
SMILES ... CCOCCC1=C(CC)C(=O)OC1=O.c1cc[nH]c1.c1cc[nH]c1

Mulliken population analysis, charges in e, atoms 1 to 4:
1. C -0.6196
2. C -0.2401
3. O -0.4181
4. C 0.3520

---

c) DFT (the ωB97M-V functional and the def2-TZVPD basis) results for an isolated molecule of C18H24N2O4.

Element x y z (Å)
1 C 4.36139 -0.72589 -0.04652
2 C 3.38750 -1.28526 -1.07668
3 C 1.97339 -1.37094 -0.50782
4 C 0.96698 -2.04950 -1.43691
5 C 0.78544 -1.36712 -2.79522
6 C 0.37253 0.11040 -2.70096
7 C -0.71874 0.33233 -1.68668
8 O -0.54927 0.82272 -0.58711
9 N -1.97307 -0.04835 -2.04170
10 O -2.27884 -0.58671 -3.28151
11 C -3.04322 0.03651 -1.06908
12 C -3.52606 1.45330 -0.76292
13 C -3.37290 1.60747 0.73816
14 O -3.71046 2.54256 1.41133
15 N -2.79284 0.45696 1.22914
16 C -2.33012 0.33406 2.60350
17 C -0.89601 0.78924 2.69634
18 C -0.60575 2.14392 2.78830
19 C 0.70849 2.57314 2.81953
20 C 1.74049 1.65227 2.75997
21 C 1.45493 0.30159 2.66470
22 C 0.14077 -0.12950 2.62697
23 C -2.51518 -0.48286 0.27838
24 O -2.01474 -1.56166 0.46210
25 H 5.36121 -0.64008 -0.46677
26 H 4.41122 -1.37613 0.82436
27 H 4.03769 0.25972 0.28099
28 H 3.71681 -2.28071 -1.38630
29 H 3.39983 -0.64155 -1.95825
30 H 2.00517 -1.94852 0.41879
31 H 1.61692 -0.37315 -0.24948
32 H 0.00697 -2.08767 -0.91608
33 H 1.28512 -3.08014 -1.61778
34 H 1.71660 -1.42120 -3.36180
35 H 0.03663 -1.92298 -3.36560
36 H 0.03276 0.45606 -3.67889
37 H 1.22466 0.71180 -2.38562
38 H -2.16325 -1.55186 -3.24228
39 H -3.85018 -0.61234 -1.42109
40 H -4.55739 1.63675 -1.06183
41 H -2.89466 2.19998 -1.24655
42 H -2.42619 -0.71556 2.88998
43 H -2.98236 0.96051 3.21649
44 H -1.41305 2.86061 2.82659
45 H 0.92766 3.62877 2.88737
46 H 2.76741 1.98782 2.78355
47 H 2.25913 -0.41728 2.61342
48 H -0.08340 -1.18154 2.53152

Summary:
E_HOMO ... -9.073 eV
SMILES ... CCCCCCC(=O)N(O)[C@@H]1CC(=O)N(Cc2ccccc2)C1=O

Mulliken population analysis, charges in e, atoms 1 to 4:
1. C -1.3463
2. C -0.4788
3. C 0.0820
4. C -0.6744

---

Stability, lowest: b)